Molecular formula: C2H5NS2
Method: DFT, ωB97M-V with the def2-TZVPD basis set

Structure (XYZ):
```
10
Properties=species:S:1:pos:R:3:forces:R:3
S -1.4182 1.0407 1.3932 -8.314 5.245 -0.146
C 0.0476 0.4884 1.2983 10.520 -3.087 -3.094
C 0.0149 -0.4503 0.0645 1.511 2.313 -3.737
N 0.3202 -0.1253 -1.2277 -0.353 -2.620 5.495
S 0.5234 -1.7612 -2.0242 0.769 4.058 -2.484
H -1.5580 2.0010 0.2083 0.683 -2.137 2.232
H 0.9895 1.2294 0.9391 -2.452 -1.456 1.616
H 0.4343 -0.1964 2.2068 -1.153 1.861 -1.839
H -0.4047 -1.4012 0.2116 -0.361 -1.538 0.667
H 1.0509 -0.8250 -3.0699 -0.849 -2.638 1.289
```
Positions in Å, forces in eV/Å.

Summary:
DFT total energy = -930.17258 Eh
LUMO energy = 0.0161 hartree
ΔE to the lowest compared entry with this formula, charge and spin = 438.1 kJ/mol

Molecular formula: C2H5NS2
Method: DFT, ωB97M-V with the def2-TZVPD basis set

Structure (XYZ):
```
10
Properties=species:S:1:pos:R:3:forces:R:3
C 0.0944 -0.3620 -0.1569 10.645 -5.528 -5.852
C -0.8665 0.3767 0.2054 -11.863 4.821 2.466
N -0.6560 1.6886 0.6863 -10.369 0.724 -14.033
S -2.3657 -0.5761 0.7886 -0.033 0.020 1.162
S -2.1504 -0.0512 -1.1657 -0.589 1.477 0.270
H -0.1036 -1.3677 -0.3687 -0.710 -1.388 -0.328
H 1.0795 -0.4189 0.2356 0.812 0.725 1.535
H 0.2509 0.1192 -1.1587 1.438 -0.871 0.321
H -0.2135 1.5035 1.3476 9.775 -0.897 13.478
H -0.7650 2.3300 -0.0763 0.893 0.918 0.981
```
Positions in Å, forces in eV/Å.

Summary:
DFT total energy = -930.15397 Eh
LUMO energy = 0.0053 hartree
ΔE to the lowest compared entry with this formula, charge and spin = 487.0 kJ/mol

Molecular formula: C2H5NS2
Method: DFT, ωB97M-V with the def2-TZVPD basis set

Structure (XYZ):
```
10
Properties=species:S:1:pos:R:3:forces:R:3
C 1.5634 1.2291 -0.5049 0.599 2.288 0.484
S 1.2668 -0.3233 0.1597 -0.592 -2.185 0.233
C -0.4779 -0.4855 0.1465 -1.490 -0.166 1.034
N -0.9174 -1.6472 0.8085 4.570 1.516 -1.817
S -1.4748 0.7084 -0.4232 0.204 -0.698 0.139
H 2.6551 1.2441 -0.4182 0.093 0.142 -0.685
H 1.2924 1.9813 0.2815 -0.329 -0.329 -1.130
H 1.1899 1.4635 -1.5276 0.256 -0.310 0.938
H -0.0740 -2.1074 1.2164 -1.913 -0.061 0.079
H -1.8262 -1.6728 1.1559 -1.399 -0.197 0.725
```
Positions in Å, forces in eV/Å.

Summary:
DFT total energy = -930.32139 Eh
LUMO energy = 0.0203 hartree
ΔE to the lowest compared entry with this formula, charge and spin = 47.4 kJ/mol

Molecular formula: C2H5NS2
Method: DFT, ωB97M-V with the def2-TZVPD basis set

Structure (XYZ):
```
10
Properties=species:S:1:pos:R:3:forces:R:3
C -0.4290 1.1515 0.1196 -4.766 -0.202 -6.775
C -0.6993 -0.3435 -0.2414 0.035 -0.823 0.460
H 1.6614 1.3832 -0.4756 -0.920 1.314 -1.485
H -0.1473 1.2020 1.0258 2.616 0.446 6.410
H -1.3055 1.8406 0.0334 -0.310 -1.339 0.450
H -1.8387 -0.4928 -1.0173 3.888 -0.271 2.337
H 1.6126 -2.8504 1.0181 -1.929 -0.009 -1.225
N 0.2088 -1.1146 0.3645 -2.761 1.024 -2.307
S 0.5406 2.0805 -1.0537 2.901 -1.626 1.078
S 0.3964 -2.8565 0.2267 1.246 1.486 1.057
```
Positions in Å, forces in eV/Å.

Summary:
DFT total energy = -930.20465 Eh
LUMO energy = 0.0244 hartree
ΔE to the lowest compared entry with this formula, charge and spin = 353.9 kJ/mol

Molecular formula: C2H5NS2
Method: DFT, ωB97M-V with the def2-TZVPD basis set

Structure (XYZ):
```
10
Properties=species:S:1:pos:R:3:forces:R:3
C -0.8187 0.7876 -0.4188 -0.831 0.484 -1.983
C 1.8492 0.1885 0.5845 -2.383 0.222 0.910
N -1.9083 -1.4102 -0.4098 1.194 -0.713 0.021
S -1.0733 2.3588 -0.1551 0.316 -0.013 0.960
S -0.8706 -0.7036 0.5666 -0.176 0.925 -0.592
H -0.9663 0.5567 -1.5299 0.617 -0.650 1.646
H 2.1570 -0.2343 1.4781 0.573 -0.913 1.449
H 1.6081 1.2016 0.5829 -0.280 1.460 -0.074
H 1.9341 -0.3001 -0.2905 0.879 -1.470 -2.827
H -1.9112 -2.4451 -0.4080 0.090 0.668 0.491
```
Positions in Å, forces in eV/Å.

Summary:
DFT total energy = -930.11749 Eh
LUMO energy = -0.0716 hartree
ΔE to the lowest compared entry with this formula, charge and spin = 582.8 kJ/mol

Molecular formula: C2H5NS2
Method: DFT, ωB97M-V with the def2-TZVPD basis set

Structure (XYZ):
```
10
Properties=species:S:1:pos:R:3:forces:R:3
C -1.4564 0.8149 -0.0734 -0.139 3.228 1.266
C 0.1769 -1.1856 0.0956 0.000 1.407 -0.676
H -0.3596 1.5013 -0.4876 -4.084 -2.530 0.841
H -1.2756 0.6261 1.1631 -1.052 2.142 -3.211
H -2.5621 1.2170 -0.5489 3.218 -0.348 2.065
H 0.3190 -2.2793 0.6682 0.468 3.060 -1.943
H 3.2643 0.6910 0.1208 -0.753 0.554 0.148
N 0.9286 -0.1018 -0.2247 -1.027 -4.429 1.553
S -1.6606 -0.8837 -0.3947 3.219 -1.735 -0.097
S 2.6256 -0.4000 -0.3186 0.150 -1.349 0.053
```
Positions in Å, forces in eV/Å.

Summary:
DFT total energy = -930.15779 Eh
LUMO energy = 0.0053 hartree
ΔE to the lowest compared entry with this formula, charge and spin = 477.0 kJ/mol

Molecular formula: C2H5NS2
Method: DFT, ωB97M-V with the def2-TZVPD basis set

Structure (XYZ):
```
10
Properties=species:S:1:pos:R:3:forces:R:3
C 0.4284 0.2122 -0.1955 -1.735 1.991 -0.740
C 1.6123 -0.2527 0.4838 -0.683 -3.003 2.060
N -1.9645 0.0644 -0.9320 -2.144 -1.550 -0.424
S -0.3562 1.8237 0.8152 -0.016 -1.651 -0.426
S -1.1814 -0.0814 0.5477 0.646 1.232 -1.310
H -1.2377 -0.0779 -1.6840 -1.084 0.140 0.950
H 2.4258 0.4049 0.4571 1.062 1.059 -0.183
H 1.8941 -1.2074 -0.0191 0.076 0.526 0.366
H 1.3432 -0.4933 1.5481 0.939 0.123 -0.550
H -2.9639 -0.3926 -1.0213 2.939 1.132 0.257
```
Positions in Å, forces in eV/Å.

Summary:
DFT total energy = -930.19470 Eh
LUMO energy = 0.0060 hartree
ΔE to the lowest compared entry with this formula, charge and spin = 380.1 kJ/mol

Molecular formula: C2H5NSi
Method: DFT, ωB97M-V with the def2-TZVPD basis set

Structure (XYZ):
```
9
Properties=species:S:1:pos:R:3:forces:R:3
C -2.0803 0.0354 0.2550 0.063 0.040 0.281
C -0.9177 0.6266 0.8209 0.582 1.773 0.005
N -2.8936 -0.6104 -0.2238 -0.772 -0.372 -0.541
Si 0.5070 -0.3553 0.0334 0.450 -0.903 -0.065
H -0.8779 1.7409 0.8633 -0.155 -0.870 -0.629
H -0.7934 0.3002 1.8138 -0.313 -0.384 1.588
H 3.2811 -0.0110 -1.8896 0.596 -0.199 -1.457
H 3.5871 -0.1093 -2.6135 -0.574 0.200 1.430
H 0.1876 -1.6171 0.9405 0.123 0.714 -0.612
```
Positions in Å, forces in eV/Å.

Summary:
DFT total energy = -423.32133 Eh
LUMO energy = -0.0464 hartree
ΔE to the lowest compared entry with this formula, charge and spin = 255.2 kJ/mol

Quick rundown of Kohn-Sham gap, same order as above: 8.8, 8.0, 9.1, 9.7, 5.8, 8.7, 8.0, 7.8 eV